ORCA calculation (wB97M-V/def2-TZVPD) on a molecular structure, C30H48FN2O6P2TaTe in a non-equilibrium geometry.

Values from the calculation:
Net charge: +2
Lowest unoccupied orbital energy: -5.89 eV

```
91
Properties=species:S:1:pos:R:3:forces:R:3:lowdin_charge:R:1
C -0.33956 3.64056 2.33294 0.09 -0.12 -0.07 -0.5989
H 0.48680 6.03312 0.46653 -0.08 0.03 0.04 0.0723
H 1.66473 2.84542 4.39223 0.04 -0.11 -0.06 0.0706
C -1.46939 4.03095 1.36876 0.07 0.07 0.00 -0.0766
H 5.33806 -4.43410 -3.43368 -0.02 0.04 0.04 0.1682
P -1.15849 -1.88562 1.35345 -0.12 -0.15 -0.25 0.1119
H 3.30351 1.05740 1.48582 0.03 -0.02 0.00 0.0453
H 0.38108 5.66395 2.77746 0.06 0.12 -0.05 0.0750
H 0.59470 4.52106 4.11449 -0.06 0.07 -0.11 0.0740
C 6.54677 -3.00003 -0.96735 0.03 -0.01 -0.01 -0.1136
C 3.20587 -1.34307 -0.64675 0.03 -0.03 -0.14 -0.2349
N 4.77110 -2.60785 -2.60003 -0.10 0.04 0.04 0.0622
C -1.86057 -1.43144 3.85687 0.06 0.11 0.23 -0.2407
C 6.17401 -2.31127 1.31356 -0.07 0.02 -0.07 -0.2419
H 4.32580 -1.35429 1.78786 0.00 0.00 0.02 0.1344
C 4.47732 -1.89427 -0.29844 0.10 0.01 0.00 -0.0390
H 2.66302 4.97468 3.25077 -0.02 0.02 0.01 0.0759
O 2.45653 -0.79784 0.26737 -0.04 0.10 -0.15 -0.1801
C -0.87491 2.43432 3.12146 -0.02 -0.09 -0.05 -0.0986
H -0.65420 -4.27695 -0.82327 0.01 0.01 0.00 0.0713
O -1.92217 -3.23440 1.37903 -0.07 0.13 -0.13 -0.2458
H 2.99533 2.79023 -0.92768 0.05 -0.06 -0.02 0.0778
C 0.50744 3.90652 -1.27378 0.11 -0.01 0.07 -0.0699
H -2.28078 -4.96052 -0.64268 0.00 -0.01 0.00 0.0924
H -1.17644 1.63248 2.44551 0.02 0.06 0.09 -0.0052
H -0.41854 -1.22891 5.44267 0.01 0.03 0.01 0.0821
H 3.77457 4.75012 1.89130 -0.02 -0.02 0.11 0.0719
H 4.16515 4.09553 3.47485 0.02 0.00 0.01 0.1042
H 7.59690 -3.66184 -4.16049 -0.02 0.01 -0.02 0.1337
H -1.00192 5.13173 3.71438 -0.01 -0.01 0.00 0.1038
H 0.51898 2.85795 -1.56367 -0.01 -0.03 -0.02 0.0540
C 2.90195 3.85604 -0.72325 0.01 0.03 0.06 -0.0770
H 4.22712 2.45507 0.91627 -0.03 0.01 -0.01 0.0675
H -0.18735 2.03328 3.85569 0.05 0.01 0.05 0.0601
H -1.66470 3.25450 0.62931 0.01 -0.01 -0.03 0.0578
H 4.51501 1.81192 2.51920 0.03 -0.01 0.02 0.0997
H 5.82506 -3.54352 -5.72492 0.00 -0.01 -0.01 0.1003
C 7.03161 -3.12915 -3.39737 0.00 0.00 0.04 -0.1332
C -1.26168 -1.86274 5.17295 0.01 -0.01 -0.13 -0.0527
C 1.52039 4.20343 -0.15251 -0.09 -0.11 0.12 -0.5965
H -0.86022 -5.95948 -0.31807 0.00 -0.01 0.00 0.0927
O 1.23699 0.34792 -1.82261 -0.48 -0.08 0.17 -0.1810
H 0.82074 4.48255 -2.14572 0.00 0.02 0.00 0.1018
H -0.29232 -4.51772 1.65562 -0.03 0.02 0.01 0.1207
C -0.05312 4.80726 3.28377 0.04 -0.07 0.10 -0.0590
C 1.42627 -0.92463 -2.27495 0.23 -0.74 -0.49 -0.5369
C 4.93935 -1.80953 1.02508 0.00 -0.03 -0.02 0.0867
Ta 0.59687 0.03913 -0.02537 0.43 -0.03 0.07 1.5309
C 2.29761 2.22599 3.75772 -0.06 0.05 0.03 -0.0774
C 5.13551 -3.03958 -5.05052 0.00 0.02 0.06 -0.0360
H 3.23059 -2.23062 -3.91165 0.03 0.00 -0.01 0.1453
H 7.34394 -4.70222 -1.97015 0.02 -0.01 0.01 0.1400
C 3.58339 -2.10063 -2.90053 0.01 -0.06 -0.05 0.0672
C 5.26677 -2.50154 -1.29940 -0.03 0.03 0.11 -0.0399
C 7.43152 -3.61291 -2.01574 -0.02 0.01 -0.04 -0.1133
O 0.52699 -1.60682 -2.67395 0.07 0.19 -0.28 0.1686
C 3.74008 2.01071 1.77765 -0.08 0.01 0.01 -0.0761
C 2.70197 2.92620 2.45220 -0.13 -0.05 -0.13 -0.5963
H 1.77450 6.25371 -0.69881 0.01 -0.01 0.00 0.1041
C 5.55073 -3.37818 -3.62930 0.06 -0.08 -0.12 -0.2775
H -2.37693 4.15036 1.96206 -0.01 0.01 0.01 0.1024
H 7.96006 -3.25909 0.60866 0.01 0.00 0.03 0.1480
H 4.13719 -3.39109 -5.30483 -0.02 0.00 -0.01 0.0870
H 3.21128 2.02688 4.31848 0.03 -0.02 0.00 0.0998
C 1.48111 5.69469 0.19154 0.08 0.06 0.11 -0.0600
H -2.21896 -0.40175 3.89449 0.00 -0.03 -0.07 0.1123
H 2.17547 5.96509 0.98875 -0.06 -0.01 -0.06 0.0755
H 7.24336 -2.06265 -3.51329 0.01 0.00 -0.02 0.1417
H 3.71884 4.18366 -0.08320 -0.03 -0.04 -0.04 0.0704
H -1.28808 4.97770 0.86906 0.01 0.03 -0.10 0.0747
H -1.91340 -5.22133 1.81478 0.01 0.06 0.02 0.1296
C 2.79962 -1.43557 -1.98202 -0.08 0.23 0.33 -0.0266
H -0.50732 4.20390 -1.04604 -0.13 0.02 0.11 0.0679
H -0.92273 -2.89645 5.12463 0.00 -0.01 0.01 0.0866
H -1.76620 2.77153 3.65365 -0.01 0.02 0.01 0.1039
H -2.01857 -1.78315 5.95213 -0.01 0.00 0.02 0.0936
C -1.29192 -4.55540 1.22145 0.09 -0.20 -0.07 -0.2045
H 8.47107 -3.36930 -1.80037 0.01 -0.01 0.00 0.1332
H 5.20550 -1.96743 -5.24065 0.01 0.01 -0.02 0.1039
O -0.80807 -1.47505 2.83256 0.04 -0.25 -0.10 -0.2790
H -2.67897 -2.08688 3.56078 0.01 -0.01 -0.05 0.1172
N 0.85233 1.62983 0.75883 0.08 -0.04 0.18 -0.3722
F 6.64246 -2.23932 2.55638 0.01 0.00 0.01 0.1121
P 1.18367 3.12538 1.35884 -0.03 0.06 -0.02 1.0579
O 0.17830 -1.96380 0.57624 -0.14 0.64 0.83 -0.4772
H 3.00513 4.38479 -1.67156 0.00 0.01 -0.01 0.1014
C 6.97940 -2.89348 0.33267 -0.03 -0.01 -0.02 0.0891
C -1.27193 -4.95358 -0.23333 -0.03 0.06 0.05 -0.0567
H 1.80725 1.26806 3.56891 0.02 0.04 0.04 0.0824
C 3.34726 4.27507 2.77550 0.06 0.11 -0.07 -0.0600
Te -2.25879 -0.09070 0.23002 0.03 -0.02 -0.15 0.7190
```
Positions in Å, forces in eV/Å.

ORCA calculation (wB97M-V/def2-TZVPD) on a molecular structure, C30H48GdP2Se in a non-equilibrium geometry.

Values from the calculation:
Net charge: +1
<S²>: 15.85
Lowest unoccupied orbital energy (alpha / beta): -2.12 / -5.73 eV
2S+1: 8

```
82
Properties=species:S:1:pos:R:3:forces:R:3:lowdin_charge:R:1
H -2.80808 -0.91115 -6.70829 0.18 0.21 -0.15 0.0978
H -1.56277 -1.63109 -8.88235 0.07 0.13 0.22 0.1185
C -1.31634 2.05549 -7.83790 0.20 0.52 -0.12 -0.1961
C -2.06090 -0.32732 -7.25954 -0.32 0.35 0.17 -0.1249
H -1.62732 1.78762 4.20776 0.02 0.26 -0.48 0.0896
H 1.81210 -0.58322 -6.93776 -0.28 0.31 -0.12 0.1038
H -2.11251 -0.99745 3.55152 -0.27 0.04 0.02 0.1053
H -0.22700 -1.91573 -3.11704 -0.23 0.23 0.03 0.0566
H 0.96007 0.05155 4.12977 0.04 0.22 -0.01 0.1093
H -2.83514 -2.18925 0.23067 0.06 -0.12 -0.02 0.0760
C -1.79043 5.60674 3.65358 0.06 -0.29 0.14 -0.0595
Se -1.55666 2.44151 0.93036 -0.27 1.39 1.47 0.9115
C -0.28066 1.27396 -3.19609 -0.46 0.16 -0.82 -0.3840
H -1.95156 5.68702 5.81775 0.02 -0.01 -0.16 0.1164
C -1.66349 4.78482 2.53257 -0.13 0.03 -0.06 -0.1315
C -2.17189 1.00572 -7.19114 -0.29 -0.45 0.31 -0.1147
C -1.77056 3.67742 5.08663 0.08 -0.41 -0.66 -0.0594
Gd -0.08324 0.06261 0.10542 -2.26 6.62 -3.33 0.7785
H -1.03436 1.78602 -8.86116 -0.14 0.09 0.28 0.1004
H 3.27723 -0.12973 1.41692 0.05 -0.09 -0.02 0.0687
H -0.37187 2.81097 -6.04329 0.06 -0.07 -0.22 0.0974
C -0.05041 2.39811 -7.01509 -0.33 0.20 -0.09 -0.1902
P -1.17816 0.06823 -2.15839 1.30 0.12 -0.28 0.6735
C 1.03293 0.08545 -7.33220 0.26 0.23 0.51 -0.1060
C -1.07334 -1.17546 -8.00543 0.36 -0.12 -0.09 -0.1889
C -1.21080 -1.43115 -3.07030 -0.49 -0.86 -1.33 -0.2448
H -2.98636 1.40020 -6.56593 0.28 -0.20 -0.24 0.1007
C 0.61950 -2.11706 0.39994 -0.38 -0.34 3.13 -0.3322
H -1.86397 6.68770 3.54288 0.06 -0.29 -0.13 0.1144
H 2.86972 3.27878 -0.85450 0.39 0.63 0.52 0.0583
H 1.88726 0.96754 2.92368 -0.05 -0.04 0.07 0.0849
H 3.31081 1.27778 -2.73859 0.47 -0.31 -0.25 0.0554
C 2.91377 -1.14582 1.23412 0.24 -0.09 0.18 -0.0428
H -1.04726 1.78613 -3.78534 0.36 0.26 -0.35 0.0832
H 1.31259 2.77840 -3.06973 -0.45 0.29 -0.32 0.0876
H 3.02337 2.23834 0.60744 -0.19 0.07 -0.30 0.0582
C 0.90347 1.27646 -6.73264 0.32 -0.46 -0.05 -0.1319
H 1.57360 3.25985 0.38158 0.10 -0.14 -0.16 0.0467
C -0.83460 -0.96986 1.88669 2.35 -2.93 1.49 -0.3859
H -3.22788 0.57500 -3.00978 -0.70 0.24 0.06 0.0552
C 2.33140 2.65917 -0.13480 0.99 1.28 -0.04 -0.2492
H -1.90899 2.98573 -7.92076 0.24 -0.40 -0.01 0.1142
H -1.64835 5.24469 1.54492 0.01 -0.12 0.22 0.0924
H -1.92891 -2.13440 -2.63387 0.13 0.15 -0.10 0.0559
C -2.85020 0.62790 -1.98767 -0.99 0.29 -0.50 -0.2556
H 0.01222 0.26014 -9.23413 0.13 -0.22 0.20 0.0997
C -1.92342 -2.78716 0.34032 -0.19 -0.19 0.10 -0.0382
H -2.00300 0.58629 2.74909 -0.17 -0.62 0.06 -0.0036
P 1.62315 1.42629 -1.15953 -0.99 -1.05 -0.59 0.6569
C 0.53327 -0.49602 2.14141 -0.18 -4.19 0.93 -0.3679
H 0.36621 -3.45534 -1.25410 0.09 -0.04 0.00 0.0671
H 2.55553 -0.33429 -2.52478 -0.03 0.35 0.16 0.0573
C 1.14544 -3.11445 -0.56992 0.12 -0.02 -0.14 -0.0301
H 0.17359 1.33252 3.18216 0.25 -0.14 0.07 0.0373
C 0.23510 -0.48904 -8.46702 -0.18 -0.35 -0.39 -0.1974
H -1.53570 -1.15444 -4.07641 -0.02 -0.53 -0.30 0.0455
H 3.33300 -1.50905 0.29435 0.07 0.03 0.07 0.0715
H -2.95402 -0.70583 2.01125 -0.02 -0.02 0.07 0.0880
H 0.84709 -1.26284 -8.96665 -0.24 0.35 0.19 0.1144
C -1.65034 2.84884 3.95865 -0.05 -0.28 0.21 -0.1007
H 1.60555 1.49338 -5.91800 -0.15 -0.10 -0.24 0.0899
H -1.81741 3.22846 6.08214 0.02 0.07 -0.42 0.1193
H -0.80530 -2.02201 -7.35125 -0.06 0.17 -0.16 0.1100
H 3.28415 -1.78753 2.04172 0.23 0.10 -0.13 0.1000
H -0.01605 3.00152 -1.88866 0.16 -0.04 -0.19 0.0755
C 0.91172 0.52376 3.14110 0.10 0.29 0.15 -0.0193
C -2.04551 -0.49878 2.58026 -0.40 0.34 0.50 -0.0624
C -0.77479 -1.97926 0.81951 1.52 -0.54 1.92 -0.3427
C -1.59087 3.36429 2.62596 -0.28 0.79 0.57 -0.5490
C 0.59642 2.25927 -2.42218 0.46 0.51 -0.10 -0.3804
H 0.32768 0.66997 -3.87944 -0.08 0.15 -0.06 0.0768
H -3.45572 0.00050 -1.31446 0.32 0.14 -0.31 0.0617
H 1.51758 -3.98471 -0.01527 0.01 0.05 -0.25 0.1023
C 2.90336 0.57266 -2.01041 1.33 0.04 -0.88 -0.2423
H 3.68848 0.28230 -1.30100 -0.14 0.08 -0.20 0.0547
H -2.12428 -3.57895 1.07227 -0.15 0.01 -0.19 0.1010
C 1.43362 -1.22271 1.22825 -1.70 -1.37 1.49 -0.3412
H 0.48510 3.22214 -7.51684 -0.09 -0.22 0.13 0.1186
C -1.84328 5.05491 4.94209 0.03 0.11 -0.58 -0.0503
H 1.97326 -2.71181 -1.16488 -0.06 -0.12 0.02 0.0762
H -2.88810 1.66441 -1.63368 -0.01 -0.15 -0.13 0.0250
H -1.69839 -3.26314 -0.61476 -0.10 -0.01 0.04 0.0642
```
Positions in Å, forces in eV/Å.

Short version: E = -2840.30671 -5021.15579 Eh, in the order given.
Short version: energy above the lowest of the compared OMol25 structures with the same formula, charge and spin = 30.9 0.0 kcal/mol, in the order given.